Record 1
DFT (ωB97M-V/def2-TZVPD) results for a gas-phase ion, C4H9NOS (charge -1) in a non-equilibrium geometry.

Element x y z (Å)
O 0.8110 -0.4743 2.4430
C 1.2282 0.3634 1.5895
C 0.6451 0.4892 0.2184
C -0.6923 -0.3455 0.2199
C -1.1035 -0.9291 -1.1140
S -0.3346 -2.3235 -1.9207
N 0.4395 2.1384 0.0610
H 2.0706 0.9078 1.7716
H 1.4460 0.2590 -0.5550
H -0.5052 -1.0885 1.0613
H -1.6160 0.2588 0.5009
H -1.1222 -0.2192 -1.9128
H -2.2739 -0.9830 -0.9928
H 0.5034 -2.8182 -0.9882
H -0.4397 2.3417 0.3948
H 0.9434 2.4230 -0.7770

Results
HOMO energy (spin up / spin down), hartree: 0.0159 / -0.1295
Net charge: -1
Spin multiplicity: 2
Gap between HOMO and LUMO (spin up / spin down), eV: 2.764 / 6.669

Record 2
DFT (ωB97M-V/def2-TZVPD) results for a molecular structure, C17H15Cl5N6PbS2 in a non-equilibrium geometry.

Element x y z (Å)
Pb -1.1072 -0.7615 -0.4851
N -0.2568 3.0706 1.9902
C -0.3339 2.2008 0.9820
S 0.2395 0.5750 1.3105
N -0.8015 2.6731 -0.1600
N -0.8250 1.7725 -1.1591
C -1.0739 2.2601 -2.3205
C -1.1468 1.4620 -3.5390
C -1.9443 1.9591 -4.5730
C -2.0429 1.3111 -5.7822
C -1.3196 0.1346 -5.9702
C -0.5487 -0.3303 -4.9426
N -0.4541 0.3140 -3.7490
H 0.0726 2.7902 2.8959
H -0.5227 4.0287 1.8249
H -1.2796 3.3222 -2.4324
H -2.4872 2.8757 -4.3901
H -2.6691 1.7094 -6.5685
H -1.3479 -0.4104 -6.9020
H 0.0433 -1.2283 -5.0161
Cl 2.5735 -2.4268 -0.9344
C 1.8073 -2.5433 0.7404
C 0.4553 -2.4114 0.8003
C -0.1090 -2.6534 2.0478
Cl -1.8272 -2.5151 2.2176
C 0.6374 -2.9971 3.1736
Cl -0.1055 -3.3330 4.6681
C 2.0382 -3.0383 3.0772
Cl 2.9933 -3.3649 4.4533
C 2.6264 -2.7990 1.8385
Cl 4.4185 -2.7302 1.8612
C 1.1043 -5.7281 -3.6213
N 1.7967 -4.8110 -2.6094
C 3.2516 -5.1566 -2.2840
C 3.7551 -4.6863 -0.9258
N 4.0434 -3.2613 -0.8217
C 0.9685 -3.9820 -2.2029
S 0.7247 -0.3636 -2.6354
H 1.6867 -5.6522 -4.5357
H 0.0819 -5.3921 -3.7857
H 1.1198 -6.7256 -3.1916
H 3.8493 -4.7759 -3.1114
H 3.2411 -6.2451 -2.3086
H 4.7394 -5.1558 -0.8157
H 3.1258 -5.1021 -0.1293
H 4.4548 -2.9391 0.1902

Results
HOMO energy, hartree: -0.4727
Net charge: +2
Spin multiplicity: 1
Gap between HOMO and LUMO, eV: 4.676

Record 3
DFT (ωB97M-V/def2-TZVPD) results for 2 unconnected molecules or ions with the total composition C2H3NO2S in a non-equilibrium geometry.

Element x y z (Å)
C 0.6003 1.2003 0.2562
C 1.4416 0.2461 0.4332
N -3.0227 0.7075 -0.7606
O -0.2273 2.0169 0.1530
O -1.4925 -0.7111 0.6534
S -2.3748 0.4417 0.5703
H -2.8637 0.1920 -1.6126
H 2.4891 0.2928 0.2174
H 1.0465 -0.6837 0.8183

Results
HOMO energy, hartree: -0.3490
Spin multiplicity: 1
Gap between HOMO and LUMO, eV: 9.066

Record 4
DFT (ωB97M-V/def2-TZVPD) results for a single C5H10OS2 molecule in a non-equilibrium geometry.

Element x y z (Å)
C 0.7651 -0.7172 -2.2037
C 0.3912 0.1587 -1.0601
C 1.5883 1.1615 -0.6463
C -0.0831 -0.6513 0.3002
C -1.4033 -0.2706 0.7787
H -0.1811 -1.3021 -2.4899
H 1.4897 -1.5387 -2.0212
H 1.1260 -0.2110 -3.1162
H 1.4365 2.0878 -1.3393
H 1.4460 1.3813 0.5506
H 2.6599 0.6134 -0.8399
H -1.2440 0.3972 -2.1623
H -2.0899 -0.2759 -0.1295
H -1.9198 -0.9770 1.5787
H -1.2307 2.1978 0.6033
O -0.7889 0.8903 -1.4769
S 1.0239 -1.8067 0.7193
S -1.1946 1.3328 1.6662

Results
Structure (SMILES): CC(C)(O)C(=S)CS
HOMO energy, hartree: -0.3113
Spin multiplicity: 1
Gap between HOMO and LUMO, eV: 8.171

Record 5
DFT (ωB97M-V/def2-TZVPD) results for 2 unconnected molecules or ions with the total composition C4H12N3O2S in a non-equilibrium geometry.

Element x y z (Å)
C 1.1097 -0.4677 1.4418
C 2.0960 -0.8428 -0.7907
C 1.0136 1.0828 -0.1981
C -2.7680 1.3730 -0.4480
N 1.0450 0.8599 1.0482
N 1.5278 0.3881 -1.1576
N 1.1254 -1.4759 0.1642
O -2.0339 -0.3783 1.3955
O -0.9673 -0.2937 -0.9139
S -2.2617 -0.3578 -0.2700
H 2.0016 -0.8936 1.9755
H 0.1733 -0.7689 1.9622
H 2.2074 -1.6003 -1.6565
H 2.9914 -0.6880 -0.2438
H 0.7318 1.9931 -0.5181
H -2.3481 2.1869 0.2952
H -3.7874 1.4339 -0.4558
H -2.4122 1.5896 -1.4615
H -2.9104 -0.2878 1.7639
H 1.8294 0.7890 -2.0518
H 1.4077 -2.3887 0.4527
H 0.2290 -1.2529 -0.3334

Results
HOMO energy, hartree: -0.4733
Net charge: +1
Spin multiplicity: 1
Gap between HOMO and LUMO, eV: 10.161

Record 6
DFT (ωB97M-V/def2-TZVPD) results for 2 unconnected molecules or ions with the total composition C3H2O2.

Element x y z (Å)
C 1.2956 -0.8295 -0.2213
C -1.8078 -0.8495 -0.1524
C 0.7930 0.2569 -0.1965
O 0.3400 1.4769 -0.1314
O -2.2689 0.0833 0.2892
H 1.7039 -1.7865 -0.3177
H -0.0559 1.6484 0.7300

Results
HOMO energy, hartree: -0.3558
Spin multiplicity: 1
Gap between HOMO and LUMO, eV: 10.308

Record 7
DFT (ωB97M-V/def2-TZVPD) results for a molecular structure, C6H6N2O4S3 in a non-equilibrium geometry.

Element x y z (Å)
O 1.9957 -4.4308 1.5105
C 1.5963 -3.2330 1.2800
O 1.4836 -2.3506 2.1610
H 1.9182 -2.7645 3.1192
C 1.2969 -2.7785 0.0511
C 0.5028 -1.5020 0.2071
C -0.7858 -1.4274 1.2100
O -1.0332 -0.3642 1.3688
O -1.2421 -2.6043 1.1300
H -2.0983 -2.3890 1.7514
H 1.1388 -0.8641 0.2725
S -0.0555 -1.0776 -1.6747
C -0.2527 0.8118 -1.1641
N -1.4845 1.3338 -1.8512
N -1.2859 2.6436 -1.5337
C -0.5113 3.0592 -0.5545
S -0.2642 4.7503 -0.0310
S 0.5797 1.7326 -0.1582
H -2.1636 3.2961 -1.9860
H 0.2246 -3.6317 -0.3327
H 2.0011 -2.9127 -0.7560

Results
HOMO energy, hartree: -0.2891
Spin multiplicity: 1
Gap between HOMO and LUMO, eV: 7.518